1.
Formula: C9H9N3O
Source: the Open Molecules 2025 dataset
Level of theory: wB97M-V/def2-TZVPD

```
! RIJCOSX wB97M-V def2-TZVPD def2/J DEFGRID3
* xyz 0 1
C 1.384 2.288 0.233
C 1.211 0.871 -0.007
C 2.249 0.053 -0.384
C 2.028 -1.292 -0.701
C 0.844 -1.901 -0.492
C -0.183 -1.011 -0.212
C -1.541 -1.715 -0.220
N -2.496 -1.647 0.793
O -1.790 -2.344 -1.237
C 0.038 0.267 0.155
C -1.323 1.409 0.468
N -2.458 1.061 -0.285
N -1.899 2.067 -0.620
H 2.210 2.565 0.910
H 1.571 2.777 -0.707
H 0.481 2.609 0.605
H 3.287 0.423 -0.271
H 2.875 -1.849 -1.113
H 0.588 -2.909 -0.776
H -2.408 -1.513 1.774
H -3.382 -1.960 0.551
H -1.284 1.751 1.535
*
```

For the energy above the lowest of the compared OMol25 structures with the same formula, charge and spin, the calculation gives 80.20 kcal per mole. For the HOMO energy, the calculation gives -9.23 eV. Its orbital gap is 9.65 eV. The LUMO energy is 0.4 eV.

Löwdin atomic charge list, values in e, 4 entries:
1 C -0.033
2 C -0.305
3 C -0.023
4 C -0.074

2.
Formula: C31H84F9N7O16S3
Source: the Open Molecules 2025 dataset
Level of theory: wB97M-V/def2-TZVPD

```
! RIJCOSX wB97M-V def2-TZVPD def2/J DEFGRID3
* xyz 4 1
C 2.967 -4.452 2.954
C 3.240 -4.384 4.459
C 3.230 -5.739 5.120
O 3.858 -5.608 6.374
C 4.399 -6.800 6.950
N 4.664 -3.814 4.651
H 4.825 -2.865 4.311
H 5.039 -3.897 5.602
H 5.243 -4.397 4.037
H 3.675 -5.047 2.370
H 3.176 -3.476 2.502
H 1.946 -4.782 2.791
H 2.559 -3.655 4.886
H 3.624 -6.609 4.585
H 2.179 -5.969 5.343
H 4.877 -7.380 6.153
H 3.612 -7.453 7.333
H 5.108 -6.564 7.734
C 3.585 3.211 -0.610
C 2.368 4.091 -0.667
C 2.755 5.489 -0.131
O 1.776 6.447 -0.357
C 1.666 7.406 0.679
N 1.837 4.219 -2.079
H 1.572 3.282 -2.422
H 0.972 4.807 -2.076
H 2.511 4.600 -2.742
H 3.457 2.198 -0.989
H 3.997 3.216 0.402
H 4.397 3.706 -1.152
H 1.480 3.748 -0.140
H 3.706 5.826 -0.559
H 2.882 5.360 0.950
H 0.998 8.206 0.361
H 2.619 7.867 0.946
H 1.130 6.958 1.523
C -1.246 -2.225 -2.633
C -1.973 -2.793 -3.856
C -3.209 -3.583 -3.515
O -3.974 -3.686 -4.693
C -5.085 -4.577 -4.529
N -2.287 -1.638 -4.811
H -2.539 -2.062 -5.703
H -3.011 -1.012 -4.451
H -1.446 -1.036 -4.863
H -1.970 -1.513 -2.232
H -0.311 -1.726 -2.875
H -1.068 -2.993 -1.885
H -1.314 -3.391 -4.488
H -3.838 -3.004 -2.814
H -3.028 -4.543 -3.024
H -5.782 -4.233 -3.759
H -4.684 -5.531 -4.171
H -5.575 -4.712 -5.486
C 3.977 -2.914 -3.254
C 3.357 -1.527 -3.519
C 4.291 -0.348 -3.512
O 3.640 0.765 -3.984
C 4.491 1.857 -4.303
N 2.508 -1.559 -4.768
H 3.066 -1.219 -5.567
H 2.252 -2.458 -5.196
H 1.620 -1.019 -4.823
H 4.869 -3.013 -3.877
H 3.334 -3.776 -3.412
H 4.333 -2.920 -2.224
H 2.579 -1.425 -2.758
H 5.184 -0.642 -4.108
H 4.898 -0.240 -2.596
H 3.835 2.653 -4.652
H 5.184 1.597 -5.105
H 4.994 2.212 -3.398
C -5.690 -0.135 -0.725
C -4.977 1.086 -1.235
C -5.687 2.421 -1.007
O -4.819 3.402 -1.483
C -5.307 4.740 -1.334
N -3.652 1.224 -0.510
H -3.224 0.303 -0.381
H -2.931 1.862 -0.875
H -3.882 1.539 0.438
H -5.668 -0.352 0.348
H -5.313 -1.053 -1.192
H -6.760 -0.168 -0.938
H -4.725 1.074 -2.295
H -5.789 2.467 0.092
H -6.686 2.499 -1.439
H -4.926 5.244 -0.444
H -6.395 4.795 -1.379
H -4.865 5.304 -2.154
C 2.384 3.826 3.515
C 1.681 2.832 4.389
C 0.292 3.198 4.964
O -0.531 3.614 3.900
C -1.755 2.893 3.822
N 1.571 1.520 3.602
H 2.497 1.135 3.447
H 1.014 0.821 4.106
H 0.952 1.594 2.767
H 1.827 4.018 2.600
H 3.399 3.508 3.263
H 2.526 4.749 4.079
H 2.222 2.582 5.305
H 0.397 4.018 5.675
H -0.096 2.333 5.512
H -1.559 1.819 3.778
H -2.334 3.266 2.981
H -2.409 3.096 4.676
C -2.859 -3.652 4.180
C -2.120 -3.199 2.919
C -1.464 -4.369 2.225
O -0.812 -3.928 1.049
C -0.180 -4.996 0.379
N -3.077 -2.515 1.952
H -3.558 -1.719 2.376
H -2.511 -2.108 1.172
H -3.829 -3.115 1.604
H -2.077 -4.020 4.847
H -3.389 -4.585 3.973
H -3.506 -2.897 4.613
H -1.405 -2.392 3.088
H -2.207 -5.122 1.945
H -0.692 -4.754 2.899
H 0.426 -5.550 1.108
H 0.607 -4.638 -0.290
H -0.800 -5.684 -0.199
C -1.677 1.855 -3.882
F -1.704 3.025 -3.292
F -1.979 0.878 -2.970
F -2.617 1.865 -4.814
S 0.043 1.494 -4.652
O 0.035 0.069 -4.978
O -0.027 2.279 -5.855
O 1.068 1.979 -3.726
C -1.424 4.531 0.153
F -1.200 3.433 -0.581
F -2.536 4.370 0.851
F -0.374 4.719 0.959
S -1.613 5.979 -1.019
O -0.444 5.912 -1.907
O -2.877 5.688 -1.672
O -1.681 7.155 -0.163
C 1.222 -0.847 0.546
F 1.155 -1.834 -0.348
F 1.488 -1.332 1.771
F 2.244 -0.074 0.173
S -0.354 0.194 0.380
O -0.264 1.194 1.456
O -0.321 0.857 -0.903
O -1.493 -0.731 0.516
*
```

For the energy above the lowest of the compared OMol25 structures with the same formula, charge and spin, the calculation gives 51.64 kcal per mole. For the HOMO energy, the calculation gives -15.01 eV. Its orbital gap is 5.87 eV. The LUMO energy is -9.1 eV.

Löwdin atomic charge list, values in e, 4 entries:
1 C -0.030
2 C -0.275
3 C -0.194
4 O -0.207

3.
Formula: H36O18
Source: the Open Molecules 2025 dataset
Level of theory: wB97M-V/def2-TZVPD

```
! RIJCOSX wB97M-V def2-TZVPD def2/J DEFGRID3
* xyz 0 1
O 0.370 -1.401 1.561
H -0.132 -1.553 2.426
H 0.959 -2.138 1.245
O 3.503 -0.668 -0.470
H 3.625 0.236 -0.308
H 3.791 -0.647 -1.451
O -4.979 -0.709 -0.711
H -4.611 -1.098 0.225
H -5.402 0.085 -0.570
O -1.649 -4.821 -3.381
H -2.156 -4.093 -3.036
H -1.164 -5.049 -2.522
O 1.562 0.134 5.146
H 2.460 0.237 4.835
H 1.618 0.085 6.050
O 1.430 1.360 -0.649
H 1.368 1.951 0.119
H 0.969 0.641 -0.499
O -1.091 0.929 -0.130
H -1.017 -0.046 -0.082
H -0.627 1.513 0.482
O -2.876 3.524 -2.223
H -2.529 2.676 -2.603
H -3.154 3.505 -1.387
O -2.256 -3.011 0.005
H -2.774 -2.116 -0.394
H -2.949 -3.164 0.859
O 2.544 2.963 2.823
H 3.243 2.613 2.345
H 2.431 2.518 3.614
O 1.011 2.359 -3.524
H 0.781 2.364 -4.499
H 1.211 1.411 -3.307
O -0.341 -2.880 5.388
H -0.272 -1.895 5.163
H 0.376 -3.039 4.757
O -1.974 0.522 -3.772
H -1.188 1.014 -4.059
H -1.857 0.780 -2.767
O 0.412 -1.314 -4.287
H 0.239 -1.288 -3.408
H 0.763 -2.229 -4.458
O 3.188 -1.828 -3.683
H 2.577 -1.500 -4.261
H 3.653 -2.665 -3.682
O -0.790 3.777 1.750
H -0.875 4.577 1.153
H -1.683 3.544 1.992
O -2.891 0.920 2.144
H -2.586 1.533 2.613
H -2.649 1.222 1.272
O 4.147 0.313 2.593
H 4.873 -0.137 2.964
H 3.369 -0.013 2.597
*
```

For the energy above the lowest of the compared OMol25 structures with the same formula, charge and spin, the calculation gives 197.46 kcal per mole. For the HOMO energy, the calculation gives -10.66 eV. Its orbital gap is 10.31 eV. The LUMO energy is -0.4 eV.

Löwdin atomic charge list, values in e, 4 entries:
1 O -0.100
2 H 0.069
3 H 0.069
4 O -0.084

4.
Formula: C6H11F6N2PRb
Source: the Open Molecules 2025 dataset
Level of theory: wB97M-V/def2-TZVPD

```
! RIJCOSX wB97M-V def2-TZVPD def2/J DEFGRID3
* xyz 1 1
Rb 1.087 -2.823 2.275
C -0.335 0.293 2.922
C -0.315 1.632 2.189
N 0.248 1.365 0.849
C 1.562 1.099 0.492
C 1.586 0.939 -0.853
N 0.283 1.058 -1.302
C -0.490 1.248 -0.252
C -0.138 1.056 -2.688
H -1.065 -0.404 2.515
H -0.735 0.489 3.923
H 0.682 -0.080 3.044
H 0.177 2.462 2.686
H -1.336 1.962 2.007
H 2.351 1.137 1.222
H 2.373 0.723 -1.553
H -1.560 1.380 -0.239
H -0.285 0.077 -3.135
H 0.586 1.638 -3.257
H -1.066 1.614 -2.808
P -0.563 -2.431 -1.176
F 0.348 -3.625 -0.488
F -1.736 -2.711 -0.125
F 0.081 -1.368 -0.066
F -1.368 -1.196 -1.828
F 0.736 -2.083 -2.104
F -1.110 -3.453 -2.252
*
```

For the energy above the lowest of the compared OMol25 structures with the same formula, charge and spin, the calculation gives 0.00 kcal per mole. For the HOMO energy, the calculation gives -13.64 eV. Its orbital gap is 10.17 eV. The LUMO energy is -3.5 eV.

Löwdin atomic charge list, values in e, 4 entries:
1 Rb 0.985
2 C -0.085
3 C -0.126
4 N -0.051

5.
Formula: C3H4O2
Source: the Open Molecules 2025 dataset
Level of theory: wB97M-V/def2-TZVPD

```
! RIJCOSX wB97M-V def2-TZVPD def2/J DEFGRID3
* xyz 0 1
C -2.243 -0.062 0.137
C -0.949 -0.404 -0.203
O 0.009 0.675 -0.097
C 1.382 0.416 -0.044
O 1.882 -0.659 0.194
H -2.952 -0.849 0.003
H -2.687 0.958 0.679
H -0.508 -1.354 -0.614
H 1.870 1.421 -0.184
*
```

For the energy above the lowest of the compared OMol25 structures with the same formula, charge and spin, the calculation gives 37.04 kcal per mole. For the HOMO energy, the calculation gives -9.74 eV. Its orbital gap is 10.77 eV. The LUMO energy is 1.0 eV.

Löwdin atomic charge list, values in e, 4 entries:
1 C 0.015
2 C -0.147
3 O -0.079
4 C -0.297

6.
Formula: C5H9NO
Source: the Open Molecules 2025 dataset
Level of theory: wB97M-V/def2-TZVPD

```
! RIJCOSX wB97M-V def2-TZVPD def2/J DEFGRID3
* xyz 0 1
C -1.405 -0.383 -0.774
C -0.767 -0.141 0.587
O -0.556 -1.346 1.307
C 0.625 0.526 0.534
C 1.629 -0.193 -0.373
C 0.548 1.958 0.217
N 0.527 3.092 -0.014
H -1.491 0.550 -1.343
H -2.415 -0.790 -0.652
H -0.819 -1.095 -1.366
H -1.431 0.515 1.170
H -1.089 -2.046 0.913
H 0.997 0.474 1.562
H 2.624 0.245 -0.259
H 1.350 -0.122 -1.428
H 1.673 -1.246 -0.080
*
```

For the energy above the lowest of the compared OMol25 structures with the same formula, charge and spin, the calculation gives 22.09 kcal per mole. For the HOMO energy, the calculation gives -10.84 eV. Its orbital gap is 11.55 eV. The LUMO energy is 0.7 eV.

Löwdin atomic charge list, values in e, 4 entries:
1 C -0.042
2 C -0.415
3 O -0.032
4 C -0.320